{"formula": "C8H11N3", "method": "the ωB97M-V functional and the def2-TZVPD basis", "species": ["N", "N", "N", "C", "C", "C", "C", "C", "C", "C", "C", "H", "H", "H", "H", "H", "H", "H", "H", "H", "H", "H"], "positions_angstrom": [[-0.186, -0.055, -1.114], [-0.851, -0.715, -2.115], [-0.373, -0.521, 0.024], [-1.718, -1.816, -1.708], [0.480, 0.621, 3.277], [2.153, 1.531, 1.874], [1.595, 1.420, 3.124], [-0.779, -0.139, -3.414], [0.365, 0.200, 1.002], [-0.121, -0.051, 2.223], [1.591, 0.877, 0.764], [0.237, 0.393, 4.307], [-1.096, -0.572, 2.237], [-1.990, -2.512, -2.535], [2.135, 1.880, 3.933], [2.989, 2.107, 1.769], [-0.060, 0.738, -3.396], [1.857, 0.936, -0.286], [-2.685, -1.447, -1.209], [-0.540, -0.856, -4.245], [-1.192, -2.270, -0.797], [-1.812, 0.249, -3.715]], "mulliken_charge": [-0.1355, 0.3033, -0.3412, -0.7355, -0.3394, -0.3950, -0.5257, -0.8426, 0.4586, -0.4063, -0.5302, 0.3145, 0.3390, 0.3027, 0.3596, 0.4484, 0.3234, 0.3686, 0.2473, 0.2585, 0.2569, 0.2705], "e_lumo_ev": 0.9, "gap_ev": 9.09, "de_lowest_kcal_mol": 44.9, "largest_force_ev_per_a": 2.800, "smiles": "CN(C)/N=N/c1ccccc1", "total_charge": 0}



{"formula": "C23H22FN3O2", "method": "the ωB97M-V functional and the def2-TZVPD basis", "species": ["F", "O", "O", "N", "N", "N", "C", "C", "C", "C", "C", "C", "C", "C", "C", "C", "C", "C", "C", "C", "C", "C", "C", "C", "C", "C", "C", "C", "C", "H", "H", "H", "H", "H", "H", "H", "H", "H", "H", "H", "H", "H", "H", "H", "H", "H", "H", "H", "H", "H", "H"], "positions_angstrom": [[3.132, -5.226, -4.610], [0.039, 0.705, 1.134], [-2.548, 1.975, -0.050], [-0.876, 3.412, 1.476], [0.277, -0.865, -2.823], [-0.943, 1.396, -1.519], [-1.759, 4.312, 3.302], [-0.716, -1.906, 4.417], [0.383, 0.633, 4.605], [2.521, -2.955, -4.852], [0.935, -3.177, -2.589], [-0.306, 1.124, 2.235], [1.805, -1.864, -4.403], [-0.244, 0.235, 3.429], [1.642, -4.273, -3.041], [-0.494, 3.192, 0.111], [0.646, 0.492, -3.148], [-1.420, 2.110, -0.478], [-0.101, -1.501, 5.591], [-1.362, 3.015, 3.615], [0.456, -0.236, 5.679], [-0.808, 2.457, 2.464], [-1.452, 4.518, 1.972], [-1.691, 0.224, -1.935], [-0.789, -1.002, -1.852], [0.445, 1.409, -1.940], [-0.776, -1.047, 3.336], [2.432, -4.152, -4.167], [1.000, -1.947, -3.257], [-2.224, 5.018, 3.960], [-1.372, -1.898, -2.082], [0.834, 1.613, 4.668], [0.341, -3.278, -1.695], [0.550, 2.877, 0.071], [1.591, -5.217, -2.520], [1.704, 0.525, -3.420], [-1.248, -1.351, 2.414], [-2.064, 0.356, -2.956], [1.858, -0.946, -4.965], [-1.610, 5.386, 1.362], [0.062, 0.871, -3.998], [1.085, 1.059, -1.120], [-1.144, -2.895, 4.344], [-0.049, -2.174, 6.434], [3.138, -2.886, -5.735], [-2.543, 0.125, -1.261], [0.949, 0.075, 6.588], [0.738, 2.425, -2.219], [-1.478, 2.522, 4.559], [-0.400, -1.078, -0.826], [-0.624, 4.121, -0.452]], "mulliken_charge": [-0.3383, -0.5378, -0.6848, 0.2007, 0.2929, 0.2342, -1.1056, -0.6351, -0.3519, -0.6739, -0.2876, 1.0168, -0.4691, 0.2185, -0.7796, -0.7710, -1.3071, 0.4746, -0.4306, -0.5106, -0.6910, -0.0353, -0.2148, -1.3101, -0.9028, -0.5604, -0.4253, 0.2860, 0.7363, 0.4616, 0.7190, 0.5615, 0.3588, 0.4999, 0.4157, 0.6755, 0.3861, 0.2329, 0.3760, 0.3974, 0.2151, 0.2721, 0.3885, 0.3852, 0.4168, 0.5518, 0.3816, 0.5487, 0.5949, 0.4701, 0.2536], "e_lumo_ev": 0.3, "gap_ev": 7.85, "de_lowest_kcal_mol": 40.4, "largest_force_ev_per_a": 0.509, "smiles": "O=C(c1ccccc1)c1cccn1CC(=O)N1CCN(c2ccc(F)cc2)CC1", "total_charge": 0}